# 1
Formula: C25H15Cl6O5S2
Source: the Open Molecules 2025 dataset
Level of theory: the ωB97M-V functional and the def2-TZVPD basis

Properties
LUMO level, eV: -1.86
Net charge: -1

XYZ file:
```
53
Properties=species:S:1:pos:R:3:mulliken_charge:R:1
Cl -1.2450 -1.6772 -0.8443 -0.05
C 1.2866 -2.5392 -5.0863 0.22
Cl 2.8642 -2.7871 -4.5384 -0.21
C 0.2962 -3.5941 -4.7795 0.07
O 0.4708 -4.4559 -3.9042 -0.77
C -0.9677 -3.5099 -5.5548 0.21
Cl -2.0698 -4.7877 -5.3190 -0.20
C -1.2454 -2.3982 -6.3374 0.15
Cl -2.6772 -2.3569 -7.2815 -0.22
C -0.3665 -1.2714 -6.3406 0.17
Cl -0.8358 0.2013 -7.0870 -0.23
C 0.9096 -1.3796 -5.7186 0.09
Cl 1.9146 0.0236 -5.5812 -0.21
C -3.3142 4.0206 2.4922 -0.48
C -3.2189 3.4577 1.2174 -0.70
C -2.0790 2.7911 0.8355 -0.52
C -0.9886 2.5797 1.7291 0.86
C 0.0405 1.6790 1.4379 -0.39
S 1.4650 1.5403 2.5293 1.24
C 2.9571 0.7578 1.8583 -0.02
C 3.4513 -0.3883 2.4912 -0.24
C 4.5889 -1.0053 1.9735 -0.70
C 5.2660 -0.4391 0.8933 -0.40
C 4.8089 0.7648 0.3308 -0.66
C 3.6613 1.3685 0.8305 -0.11
O 1.9333 2.8779 2.8598 -0.72
O 1.0251 0.6247 3.5825 -0.64
S -0.1292 0.5693 0.1443 1.16
C -1.2906 -0.7719 0.7202 0.54
C -0.7653 -1.4390 1.9553 0.14
C -1.5843 -2.2782 2.6536 -0.79
C -2.9510 -2.3103 2.3971 0.05
C -3.5113 -1.3756 1.5184 -0.80
C -2.7264 -0.4453 0.8849 -0.38
O -0.5718 1.2463 -1.0428 -0.73
O 1.1206 -0.1824 0.1473 -0.55
C -1.0665 3.2386 2.9941 -0.73
C -2.2143 3.9294 3.3690 -0.67
H -4.2221 4.5304 2.8125 0.36
H -4.0430 3.5491 0.4981 0.39
H -1.9961 2.4278 -0.1798 0.89
H 2.9352 -0.7793 3.3652 0.44
H 4.9397 -1.9269 2.4336 0.37
H 6.1579 -0.9181 0.4924 0.37
H 5.3416 1.2306 -0.4922 0.38
H 3.2961 2.3228 0.4290 0.38
H 0.2612 -1.2872 2.2913 0.24
H -1.1371 -2.9521 3.3903 0.40
H -3.5941 -3.0339 2.9059 0.39
H -4.5778 -1.3880 1.2999 0.39
H -3.1406 0.3656 0.2838 0.47
H -0.2181 3.1807 3.6813 0.39
H -2.2441 4.4004 4.3588 0.36
```

---

# 2
Formula: C30H59AsBr2CoNO5Si
Source: the Open Molecules 2025 dataset
Level of theory: the ωB97M-V functional and the def2-TZVPD basis

Properties
LUMO level (alpha / beta), eV: -3.88 / -2.76
Energy above the lowest of the compared OMol25 structures with the same formula, charge and spin, kcal per mole: 0.0
Multiplicity: 2
Net charge: +1

XYZ file:
```
100
Properties=species:S:1:pos:R:3:mulliken_charge:R:1
Co -0.3461 0.1375 0.1598 0.96
C -0.5804 -0.0813 -3.1656 -0.86
O 0.2967 0.1336 -2.0728 0.33
C 1.5976 -0.3835 -2.2690 -0.37
C 2.5117 0.1603 -1.1756 -0.60
O 1.9674 -0.1965 0.0843 -0.08
C 2.6537 0.3806 1.1843 -0.45
C 1.9140 -0.0055 2.4603 -0.77
O 0.5497 0.3244 2.3162 0.77
C -0.1796 0.0861 3.5094 -1.11
H -0.2277 0.4472 -4.0572 0.39
H -1.5474 0.3055 -2.8578 0.16
H -0.6874 -1.1438 -3.3939 0.09
H 1.9859 -0.0693 -3.2468 0.62
H 1.5764 -1.4831 -2.2275 -0.06
H 2.5838 1.2511 -1.2621 0.03
H 3.5120 -0.2766 -1.2797 0.57
H 2.6684 1.4746 1.0848 0.03
H 3.6840 0.0035 1.2214 0.46
H 2.3444 0.5394 3.3107 0.64
H 2.0129 -1.0813 2.6629 0.24
H 0.2282 0.6830 4.3331 0.33
H -0.1386 -0.9730 3.7865 0.26
H -1.2072 0.3737 3.3107 0.22
C 0.5036 5.3405 -2.8630 -1.94
C 1.1628 5.5678 -1.4991 2.53
C 2.4719 4.7708 -1.5133 -1.88
C 1.5123 7.0532 -1.3683 -1.80
Si -0.0620 5.0250 -0.0606 -1.46
Br 0.1566 2.5907 -0.1848 -0.13
C 0.5657 5.3658 1.7574 2.66
C 2.0765 5.1383 1.8666 -1.81
C -0.0960 4.4379 2.7828 -1.92
C 0.2796 6.8184 2.1504 -1.68
C -1.9614 5.3534 -0.3855 2.82
C -2.1867 6.8184 -0.7783 -1.84
C -2.7918 5.0707 0.8717 -1.88
C -2.5248 4.4509 -1.4900 -1.66
H 1.2061 5.5876 -3.6564 0.59
H -0.3699 5.9697 -2.9927 0.33
H 0.2177 4.2987 -2.9838 0.24
H 3.0862 5.1163 -2.3429 0.58
H 2.2809 3.7120 -1.6612 0.27
H 3.0440 4.8979 -0.6028 0.31
H 2.1234 7.3670 -2.2127 0.53
H 2.0820 7.2471 -0.4652 0.33
H 0.6221 7.6735 -1.3531 0.35
H 2.3418 4.1264 1.5717 0.02
H 2.3902 5.2803 2.8993 0.62
H 2.6287 5.8452 1.2567 0.35
H 0.0134 3.3923 2.5081 0.20
H -1.1511 4.6538 2.9036 0.29
H 0.3816 4.5787 3.7513 0.58
H 0.7596 7.5117 1.4669 0.34
H 0.6583 7.0160 3.1515 0.50
H -0.7851 7.0294 2.1547 0.34
H -1.7937 7.4917 -0.0220 0.36
H -3.2523 7.0180 -0.8832 0.53
H -1.7128 7.0571 -1.7246 0.33
H -2.5509 5.7663 1.6706 0.29
H -2.6397 4.0530 1.2217 0.19
H -3.8504 5.1865 0.6417 0.68
H -2.0303 4.6049 -2.4424 0.27
H -3.5841 4.6687 -1.6224 0.56
H -2.4401 3.4004 -1.2209 0.17
Br -7.8445 -1.1680 -0.9970 -0.17
C -6.5644 -0.0635 -0.1365 -0.22
C -6.9794 0.9949 0.6663 -0.20
N -6.1273 1.7596 1.3165 -0.64
C -4.8371 1.5206 1.2051 -0.33
C -4.3211 0.5065 0.3985 0.02
C -5.2102 -0.3098 -0.2899 -0.40
C -2.8520 0.3144 0.2982 0.97
O -2.1232 0.6884 1.2491 -0.64
O -2.3273 -0.1998 -0.7182 -0.72
H -8.0276 1.2240 0.7900 0.41
H -4.1783 2.1578 1.7804 0.56
H -4.8533 -1.1152 -0.9109 0.53
C 0.1878 -3.9082 -2.5423 -1.23
C -0.7656 -3.6521 -1.3788 -0.73
As -0.1315 -2.4513 0.0914 0.02
C 1.6877 -3.2109 0.4258 -0.35
C 1.7614 -4.7135 0.6477 -1.55
C -1.1217 -3.3395 1.5601 -0.86
C -2.6066 -2.9972 1.5260 -1.03
H -0.1735 -4.7526 -3.1273 0.44
H 1.1904 -4.1573 -2.1937 0.29
H 0.2610 -3.0531 -3.2119 0.16
H -0.9955 -4.6071 -0.8991 0.58
H -1.7003 -3.2322 -1.7560 0.58
H 2.0977 -2.6986 1.2981 0.31
H 2.3156 -2.9285 -0.4237 0.30
H 1.2580 -4.9981 1.5686 0.34
H 2.8025 -5.0205 0.7275 0.43
H 1.3140 -5.2592 -0.1800 0.34
H -0.6810 -3.0283 2.5139 0.45
H -0.9982 -4.4247 1.4704 0.53
H -2.7602 -1.9256 1.6499 0.07
H -3.1387 -3.5147 2.3234 0.45
H -3.0387 -3.3018 0.5712 0.33
```

---

# 3
Formula: C29H27BN9O3ReS
Source: the Open Molecules 2025 dataset
Level of theory: the ωB97M-V functional and the def2-TZVPD basis

Properties
LUMO level (alpha / beta), eV: -3.12 / -3.68
Energy above the lowest of the compared OMol25 structures with the same formula, charge and spin, kcal per mole: 0.0
Multiplicity: 4
Net charge: +1

XYZ file:
```
71
Properties=species:S:1:pos:R:3:mulliken_charge:R:1
Re -0.2394 0.4809 -0.1981 2.07
O 2.5538 -3.2299 -3.6583 -0.66
C 1.2592 -3.5842 -3.6364 0.25
C 0.8949 -4.7715 -4.2779 -0.74
C -0.4174 -5.1906 -4.2841 -0.34
C -1.4094 -4.4396 -3.6488 -1.07
C -1.0544 -3.2709 -3.0140 -0.16
C 0.2725 -2.8216 -2.9940 0.23
C 0.6066 -1.5624 -2.3215 0.39
O -0.3655 -0.9232 -1.7009 -0.35
N 1.8271 -1.1304 -2.3749 -1.18
N 1.8939 0.0597 -1.6995 0.33
C 2.9563 0.7520 -1.8008 -0.71
C 3.0565 2.0445 -1.1537 0.95
C 4.2949 2.6937 -1.0854 -0.88
C 4.4107 3.9571 -0.5488 -0.73
C 3.2609 4.6083 -0.1010 -0.63
C 2.0278 3.9918 -0.1735 -0.32
C 1.9073 2.6960 -0.6795 0.12
O 0.6892 2.1540 -0.7411 -0.57
H 2.6341 -2.3749 -3.1810 0.59
H 1.6767 -5.3389 -4.7659 0.45
H -0.6799 -6.1091 -4.7940 0.39
H -2.4402 -4.7685 -3.6653 0.44
H -1.8039 -2.6662 -2.5240 0.35
H 3.7909 0.3907 -2.4062 0.38
H 5.1709 2.1818 -1.4702 0.41
H 5.3752 4.4431 -0.4910 0.42
H 3.3328 5.6126 0.2978 0.43
H 1.1232 4.4903 0.1544 0.47
B -3.0794 1.8987 1.0492 0.44
N -1.7525 2.2715 1.7886 -0.44
C -1.5884 3.1138 2.8088 -0.26
C -0.2619 3.0824 3.2183 -1.42
C 0.3425 2.1746 2.3651 -0.40
N -0.5680 1.6783 1.5119 0.89
N -2.8312 2.0959 -0.4786 -0.49
C -3.5084 2.8132 -1.3719 -0.12
C -2.9735 2.5983 -2.6376 -1.22
C -1.9329 1.7125 -2.4346 -0.35
N -1.8586 1.4089 -1.1263 0.58
H -3.9444 2.6499 1.4099 -0.14
H -3.3285 0.7332 1.2639 -0.17
H -2.4243 3.6852 3.1795 0.50
H 0.1988 3.6546 4.0056 0.51
H 1.3782 1.8869 2.2840 0.74
H -4.3372 3.4259 -1.0563 0.50
H -3.2950 3.0311 -3.5688 0.46
H -1.2343 1.2829 -3.1343 0.53
C 3.0140 -0.4839 3.7636 -0.74
N 1.5912 -0.8003 3.6387 0.22
C 0.7121 -1.0406 4.6855 -0.61
C -0.4850 -1.3054 4.1489 -0.55
N -0.3336 -1.2203 2.7597 0.54
C 0.9525 -0.8961 2.4685 -0.16
S 1.6596 -0.6131 0.9444 -0.29
C -1.3240 -1.6811 1.8488 0.26
C -2.1124 -2.7474 2.2403 -0.95
C -3.1519 -3.1525 1.4253 -0.72
C -3.3657 -2.4779 0.2366 -0.86
C -2.5057 -1.4622 -0.1050 -0.22
N -1.4819 -1.0618 0.6789 0.34
H 3.2951 -0.5758 4.8080 0.34
H 3.2043 0.5306 3.4182 0.30
H 3.6000 -1.1767 3.1665 0.37
H 1.0161 -0.9817 5.7162 0.47
H -1.4366 -1.4967 4.6120 0.62
H -1.8917 -3.2632 3.1633 0.69
H -3.7771 -3.9864 1.7165 0.45
H -4.1745 -2.7395 -0.4312 0.51
H -2.6107 -0.9404 -1.0420 0.53
```